Computed, not measured: a structure of composition C45H57Cl3GeN4S3SbSi3V, with the ωB97M-V functional and the def2-TZVPD basis.

The geometry in ORCA input format:
```
! RIJCOSX wB97M-V def2-TZVPD def2/J DEFGRID3
* xyz 3 4
V -1.232 1.179 -0.497
N -0.270 1.082 1.132
S 1.088 1.482 1.601
N 2.282 1.435 0.502
S 2.909 0.146 -0.095
N 2.002 -0.932 -0.754
S 0.848 -0.645 -1.861
N -0.527 -0.393 -1.332
C 0.899 -2.128 -2.806
C 1.862 -3.110 -2.616
C 1.830 -4.234 -3.434
C 0.870 -4.346 -4.428
C -0.076 -3.347 -4.615
C -0.073 -2.228 -3.799
C 1.444 0.595 -2.985
C 1.005 1.902 -2.842
C 1.438 2.877 -3.726
C 2.311 2.535 -4.748
C 2.754 1.227 -4.882
C 2.321 0.247 -4.005
C 4.093 0.803 -1.229
C 4.925 -0.134 -1.838
C 5.909 0.318 -2.698
C 6.050 1.681 -2.934
C 5.209 2.595 -2.322
C 4.213 2.163 -1.455
C 3.862 -0.803 1.054
C 4.939 -0.149 1.648
C 5.761 -0.866 2.498
C 5.502 -2.210 2.744
C 4.420 -2.841 2.154
C 3.580 -2.139 1.299
C 1.236 3.150 2.134
C 2.383 3.907 1.944
C 2.416 5.192 2.463
C 1.325 5.696 3.158
C 0.187 4.925 3.342
C 0.133 3.638 2.828
C 1.537 0.530 3.024
C 2.473 1.008 3.931
C 2.780 0.236 5.038
C 2.150 -0.984 5.233
C 1.208 -1.440 4.324
C 0.889 -0.680 3.211
H 2.604 -3.012 -1.841
H 2.559 -5.019 -3.296
H 0.860 -5.219 -5.064
H -0.816 -3.442 -5.396
H -0.804 -1.444 -3.934
H 0.316 2.216 -2.060
H 1.081 3.890 -3.625
H 2.636 3.285 -5.450
H 3.421 0.962 -5.686
H 2.645 -0.776 -4.135
H 4.825 -1.188 -1.631
H 6.574 -0.387 -3.171
H 6.829 2.030 -3.596
H 5.328 3.652 -2.511
H 3.552 2.864 -0.970
H 5.154 0.887 1.426
H 6.613 -0.385 2.955
H 6.156 -2.768 3.398
H 4.230 -3.886 2.348
H 2.739 -2.619 0.827
H 3.228 3.506 1.404
H 3.298 5.803 2.328
H 1.363 6.698 3.560
H -0.657 5.325 3.885
H -0.747 3.027 2.955
H 2.948 1.967 3.792
H 3.500 0.597 5.756
H 2.381 -1.573 6.107
H 0.712 -2.385 4.489
H 0.137 -1.000 2.510
Cl -3.609 4.849 -2.579
Ge -3.713 3.386 -0.994
Cl -2.683 1.502 -2.392
Cl -1.434 3.575 -0.205
C -4.844 2.164 2.422
Si -4.128 0.460 2.587
C -5.376 -0.829 3.058
C -2.540 0.355 3.546
Sb -3.494 -0.361 0.086
Si -5.733 -0.350 -1.340
C -6.353 1.378 -1.633
C -6.965 -1.312 -0.327
C -5.268 -1.196 -2.934
Si -2.618 -2.832 -0.063
C -2.733 -3.350 -1.848
C -3.787 -3.773 1.046
C -0.890 -2.882 0.628
H -5.448 2.351 3.313
H -5.499 2.270 1.560
H -4.072 2.931 2.373
H -5.684 -0.577 4.076
H -4.965 -1.834 3.083
H -6.266 -0.823 2.442
H -2.635 0.943 4.459
H -1.685 0.734 2.974
H -2.331 -0.673 3.837
H -6.459 1.965 -0.721
H -7.353 1.266 -2.054
H -5.766 1.930 -2.366
H -7.455 -0.680 0.408
H -6.557 -2.179 0.177
H -7.740 -1.673 -1.002
H -4.236 -1.014 -3.229
H -5.903 -0.812 -3.733
H -5.429 -2.271 -2.871
H -3.690 -3.826 -2.053
H -1.945 -4.076 -2.048
H -2.601 -2.525 -2.544
H -4.837 -3.623 0.829
H -3.605 -3.550 2.095
H -3.587 -4.836 0.905
H -0.306 -2.000 0.366
H -0.383 -3.756 0.219
H -0.920 -2.991 1.711
*
```

Computed properties:
* energy: -235975.287 eV
* frontier orbital gap (spin up / spin down): 8.08 / 6.06 eV
* LUMO level (spin up / spin down): -7.64 / -9.89 eV

Atomic partial charges in e from the Mulliken method, atoms 1 to 99: number 1, V, carries -0.24; number 2, N, carries 0.19; number 3, S, carries 1.21; number 4, N, carries 0.23; number 5, S, carries 1.37; number 6, N, carries 0.01; number 7, S, carries 0.90; number 8, N, carries 0.38; number 9, C, carries 0.46; number 10, C, carries -0.37; number 11, C, carries -0.83; number 12, C, carries -0.68; number 13, C, carries -0.81; number 14, C, carries -0.80; number 15, C, carries 0.72; number 16, C, carries 0.12; number 17, C, carries -1.27; number 18, C, carries -0.81; number 19, C, carries -0.98; number 20, C, carries -0.40; number 21, C, carries 0.77; number 22, C, carries -1.12; number 23, C, carries -0.75; number 24, C, carries -0.70; number 25, C, carries -0.93; number 26, C, carries -0.27; number 27, C, carries 0.77; number 28, C, carries -0.99; number 29, C, carries -0.84; number 30, C, carries -0.67; number 31, C, carries -0.89; number 32, C, carries -0.17; number 33, C, carries 0.26; number 34, C, carries -0.30; number 35, C, carries -0.89; number 36, C, carries -0.73; number 37, C, carries -0.79; number 38, C, carries -0.41; number 39, C, carries 0.13; number 40, C, carries -0.65; number 41, C, carries -0.87; number 42, C, carries -0.90; number 43, C, carries -0.96; number 44, C, carries 0.68; number 45, H, carries 0.36; number 46, H, carries 0.52; number 47, H, carries 0.46; number 48, H, carries 0.51; number 49, H, carries 0.59; number 50, H, carries 0.14; number 51, H, carries 0.60; number 52, H, carries 0.48; number 53, H, carries 0.54; number 54, H, carries 0.58; number 55, H, carries 0.38; number 56, H, carries 0.54; number 57, H, carries 0.47; number 58, H, carries 0.54; number 59, H, carries 0.54; number 60, H, carries 0.46; number 61, H, carries 0.52; number 62, H, carries 0.47; number 63, H, carries 0.54; number 64, H, carries 0.45; number 65, H, carries 0.43; number 66, H, carries 0.50; number 67, H, carries 0.45; number 68, H, carries 0.52; number 69, H, carries 0.54; number 70, H, carries 0.54; number 71, H, carries 0.52; number 72, H, carries 0.48; number 73, H, carries 0.56; number 74, H, carries -0.02; number 75, Cl, carries -0.27; number 76, Ge, carries 0.55; number 77, Cl, carries -0.41; number 78, Cl, carries -0.46; number 79, C, carries -0.82; number 80, Si, carries 0.19; number 81, C, carries -0.92; number 82, C, carries -0.37; number 83, Sb, carries 0.21; number 84, Si, carries 0.73; number 85, C, carries -1.09; number 86, C, carries -1.10; number 87, C, carries -0.96; number 88, Si, carries 0.45; number 89, C, carries -0.85; number 90, C, carries -1.14; number 91, C, carries 0.03; number 92, H, carries 0.42; number 93, H, carries 0.23; number 94, H, carries 0.24; number 95, H, carries 0.45; number 96, H, carries 0.26; number 97, H, carries 0.28; number 98, H, carries 0.57; number 99, H, carries -0.50